# C39H38Br2N2O4OsS

C39H38Br2N2O4OsS as an isolated structure (ωB97M-V with the def2-TZVPD basis set, the OMol25 dataset).

Values from the calculation:
total energy: -7555.6867 a.u.
net charge: +2
spin multiplicity: 5
ΔE to the lowest compared entry with this formula, charge and spin: 16.40 kcal/mol

Element x y z (Å)
Os -1.36142 -1.31205 -0.13364
C -0.28812 4.86765 0.03196
C 0.15668 3.66995 0.86976
C 0.93228 4.13745 2.10556
O 0.91788 2.78585 0.08076
C 0.59188 1.46695 0.41576
C -0.84992 1.58625 0.97596
O -0.99612 2.93055 1.27256
C -1.13662 0.61465 2.17976
O -1.07572 -0.64925 1.66316
C -2.57442 0.76895 2.71736
C -3.50242 1.66545 2.20816
C -4.81102 1.63265 2.67116
C -5.20362 0.70585 3.62206
C -4.26602 -0.16435 4.15546
C -2.95952 -0.13755 3.70186
C -0.15672 0.82445 3.31676
C 0.91688 -0.05315 3.47566
C 1.78248 0.10325 4.54156
C 1.58128 1.12695 5.45626
C 0.51368 2.00485 5.29516
C -0.35382 1.85605 4.22966
C 0.87998 0.54135 -0.82054
O 0.46048 -0.76605 -0.62404
C 2.40088 0.62795 -0.95954
C 3.22208 -0.31145 -0.35044
C 4.59718 -0.19245 -0.45604
C 5.15398 0.87775 -1.14614
C 4.33428 1.81675 -1.75444
C 2.96128 1.69915 -1.65564
C 0.25388 0.92785 -2.16734
C -0.81392 1.79515 -2.35594
C -1.32582 1.99165 -3.63034
C -0.79092 1.32795 -4.72204
C 0.28708 0.47435 -4.54364
C 0.78748 0.25765 -3.27534
H 0.59038 5.37735 -0.34934
H -0.86162 5.54305 0.65866
H -0.90332 4.54195 -0.80214
H 1.73478 4.79715 1.79506
H 1.34618 3.28625 2.63946
H 0.25468 4.67875 2.75856
H 1.24858 1.10085 1.22516
H -1.59322 1.28715 0.21316
H -3.21682 2.41805 1.49266
H -5.52332 2.34375 2.28146
H -6.22982 0.66935 3.95516
H -4.55142 -0.86875 4.91966
H -2.23152 -0.82335 4.10896
H 1.03458 -0.86745 2.77346
H 2.60278 -0.58595 4.67206
H 2.24948 1.23725 6.29576
H 0.35608 2.79235 6.01396
H -1.18862 2.52735 4.10436
H 2.77498 -1.13045 0.19456
H 5.23918 -0.92685 0.00736
H 6.22528 0.98995 -1.19534
H 4.76208 2.64835 -2.29214
H 2.31528 2.43875 -2.10074
H -1.22502 2.36955 -1.54414
H -2.15402 2.66805 -3.76664
H -1.20092 1.47755 -5.70884
H 0.73488 -0.02635 -5.38814
H 1.62228 -0.41615 -3.13824
Br -3.66282 -2.22915 0.71586
C -4.93882 -0.90905 0.01836
Br -3.99612 0.43545 -0.97714
H -5.43862 -0.44395 0.86716
H -5.63602 -1.41775 -0.64464
N -1.66762 -4.58325 -3.04154
C -1.03642 -3.49675 -2.62014
S -1.99922 -2.09905 -2.29364
N 0.27438 -3.41215 -2.45744
C 1.26728 -4.40115 -2.67694
C 1.20258 -5.32345 -3.71794
C 2.20578 -6.26945 -3.84794
C 3.27298 -6.28725 -2.96584
C 3.35118 -5.34285 -1.95404
C 2.35498 -4.39725 -1.80804
H -2.67392 -4.56985 -3.11514
H -1.18332 -5.45845 -3.18484
H 0.61228 -2.54155 -2.04194
H 0.41678 -5.27515 -4.45764
H 2.15598 -6.99435 -4.64454
H 4.05028 -7.02615 -3.07044
H 4.18828 -5.34725 -1.27494
H 2.40298 -3.65635 -1.02174

Atoms 1-2, force components in eV/Å:
2.336 1.167 0.719
0.141 -0.612 0.187